(1)
55
Properties=species:S:1:pos:R:3 method="wB97M-V/def2-TZVPD" charge=+1 fmax_ev_per_a=10.0 homo_energy_ev=-12.473 orbital_gap_ha=0.2563
S -1.23586 -1.84634 3.75925
O 5.32573 4.64574 -0.65505
O 1.53753 3.19036 -2.07666
O 4.41750 4.56804 -2.93152
O -0.14481 -2.61262 4.32703
O -2.64066 -2.40362 4.36807
O 0.33968 0.50182 -1.34796
O -1.38198 -1.65720 2.33307
N 2.67563 -0.43002 -0.46350
C -1.16128 -0.67135 -3.00219
C -1.24771 -0.25490 4.54683
C -3.17654 -3.61280 3.84000
C 2.41954 2.15589 -1.46990
C -2.38113 -4.82173 4.29580
C 7.64534 2.16286 0.52087
C 0.00180 -0.84308 -1.83518
C -0.75767 0.49557 -4.13070
C 1.77591 0.66216 -1.07921
C 6.49408 1.61582 -0.12221
C 3.99958 2.47614 -1.17214
C -2.47941 0.23202 0.19815
C 4.61051 3.96775 -1.57085
C -2.59126 2.13324 -1.80781
C -3.00147 0.59785 -1.34860
C 4.16616 -0.16506 -0.16816
C -2.68740 -0.56182 -2.44778
C 4.89592 1.29058 -0.47852
H -0.46900 1.52950 -3.60897
H -2.30117 -4.84128 5.38729
H -3.40557 -0.40588 -3.36220
H -1.36167 -4.79831 3.89814
H -3.00853 -1.59961 -1.95590
H -3.23266 -3.56314 2.74705
H -0.30315 0.23830 4.30746
H -1.71342 0.74446 -4.79310
H -2.08462 0.32982 4.16147
H -0.43050 -1.55080 -0.97663
H -1.10790 -1.69030 -3.62511
H -4.20307 -3.70226 4.21139
H 3.74456 3.97326 -3.38580
H 4.88085 -0.99646 0.30436
H -3.07662 2.27690 -2.88853
H -2.08093 -0.86394 0.29838
H 0.12124 0.08711 -4.81329
H -1.60813 1.00251 0.46766
H -3.17301 2.90463 -1.11328
H -4.19150 0.62957 -1.23766
H -2.84838 -5.74999 3.95462
H -3.33311 0.43094 0.98063
H -1.44228 2.34904 -1.79716
H 0.72397 3.24189 -1.47563
H 2.27494 -1.38547 -0.21918
H -1.32910 -0.39461 5.62637
H 8.63211 2.42664 1.12893
H 0.90892 -1.43782 -2.30246

(2)
19
Properties=species:S:1:pos:R:3 method="wB97M-V/def2-TZVPD" charge=0 smiles="CNC(=O)O.O.O.O" fmax_ev_per_a=2.6 e_above_lowest_kj_mol=81.9 homo_energy_ev=-9.981 orbital_gap_ha=0.3808
O 0.65645 -1.99218 1.12544
O 0.67695 1.85839 -0.41703
O 1.59581 0.77157 1.94276
O -1.97816 -0.28476 1.65375
O -1.29795 1.09367 -1.22390
N 0.58469 -0.22002 -1.35804
C -0.17164 -1.33990 -1.81765
C 0.03957 0.94380 -0.90815
H 1.59434 -0.24630 -1.24055
H -0.87015 -1.15233 -2.65461
H -0.46591 -1.98745 -0.94843
H 0.54887 -2.03046 -2.27893
H 0.05865 -2.75273 1.04282
H 1.71516 0.78646 0.99797
H -1.50418 -0.66757 2.39464
H 1.41634 -2.11064 1.69068
H -2.38821 0.57976 1.88802
H -1.52206 0.40918 -1.87403
H 0.77462 1.26546 1.98319

(3)
9
Properties=species:S:1:pos:R:3 method="wB97M-V/def2-TZVPD" charge=-1 fmax_ev_per_a=2.1 e_above_lowest_kj_mol=276.5 homo_energy_ev="-2.883 / -2.650" orbital_gap_ha="0.2552 / 0.2552"
O 1.97524 -0.24907 -0.30968
O -2.79483 0.13959 -0.22941
C -1.61445 0.33104 -0.02536
C -0.45868 -0.63522 -0.11944
C 0.81914 0.24296 -0.14963
C 0.56925 1.57541 -0.10773
H -0.43796 -1.23572 0.79894
H 1.10133 2.43508 0.24932
H -0.54292 -1.33903 -0.96278

(4)
18
Properties=species:S:1:pos:R:3 method="wB97M-V/def2-TZVPD" charge=+1 fmax_ev_per_a=5.6 e_above_lowest_kj_mol=174.9 homo_energy_ev=-13.502 orbital_gap_ha=0.3879
S 2.76033 -0.58980 -0.50434
P -0.24535 0.05306 0.07017
C -1.68728 -0.77647 0.78076
C -0.34465 1.88532 0.26457
C -0.18349 -0.47326 -1.60758
C 1.38992 -0.63626 0.68243
H -1.39209 -1.82257 1.16296
H -1.17437 2.37695 -0.08728
H 0.90638 -0.55943 -1.71893
H 0.46271 2.36398 -0.03823
H -0.42716 1.97973 1.36983
H 1.10357 -1.73695 1.04037
H -0.50624 -1.47936 -1.86783
H 1.71660 -0.08864 1.57060
H 3.00745 0.69299 -0.53974
H -2.21617 -0.38788 1.63680
H -0.73437 0.25694 -2.20873
H -2.43578 -1.05837 -0.00582

(5)
13
Properties=species:S:1:pos:R:3 method="wB97M-V/def2-TZVPD" charge=0 fmax_ev_per_a=4.9 e_above_lowest_kj_mol=0.0 multiplicity=3 homo_energy_ev="-6.040 / -9.395" orbital_gap_ha="0.2546 / 0.2650"
I -3.23881 0.03543 0.69818
N -1.38702 -0.75828 0.37379
C 1.83377 1.61403 -0.54757
C 1.61383 1.79368 0.73733
C -1.27747 -1.90406 -0.50995
H -1.82186 -2.84871 -0.10097
H 2.41026 1.61967 1.50537
H -0.09339 -2.08436 -0.81776
H -1.77628 -1.61459 -1.38559
H 2.75834 1.17531 -0.95216
H 1.21177 1.73629 -1.29822
H -0.88183 -0.92191 1.23382
H 0.64870 2.15752 1.06374

(6)
105
Properties=species:S:1:pos:R:3 method="wB97M-V/def2-TZVPD" charge=+1 fmax_ev_per_a=3.3 e_above_lowest_kj_mol=363.0 homo_energy_ev=-11.326 orbital_gap_ha=0.2698
Sr 1.68581 -11.07325 -1.92072
O 4.85844 -16.36544 -0.00499
O 6.14847 -16.62012 -4.64198
O -1.56119 -13.13379 -8.54610
O 3.76288 -13.29105 2.62874
O 7.39712 -12.15798 -0.84190
O 1.90667 -13.27092 -2.87350
O -1.70646 -17.33075 -3.18072
N 4.49014 -13.20500 -4.13400
N -0.83312 -13.76777 -2.71745
N 1.52371 -14.81583 -0.54668
N -0.94366 -11.92046 -5.10923
N 4.26761 -11.00124 -2.48737
N 2.40296 -12.13234 0.31168
C -0.60208 -12.28825 -6.44315
C 2.07671 -16.81164 -1.75701
C -2.19153 -14.28189 -9.17562
C 0.64040 -13.18830 -6.35301
C 5.09294 -14.21272 -4.93116
C 6.42516 -13.62779 -5.30481
C 4.27871 -14.42271 3.33824
C 5.36387 -9.84330 -0.74773
C 2.44053 -15.96506 -0.51130
C -2.86177 -14.76984 -1.94993
C 6.40579 -17.52829 -3.54934
C 2.37248 -13.27320 2.56309
C -1.44320 -15.03963 -2.40177
C 5.36484 -15.44554 -4.03117
C 5.54014 -10.93327 -1.82949
C -1.75718 -13.00325 -7.13636
C 8.34109 -12.51792 -1.82403
C -1.31628 -16.00676 -3.58041
C 1.83302 -12.07642 1.66963
C 6.20366 -15.94256 -0.00020
C -1.25503 -18.30539 -4.12049
C 6.10627 -12.26584 -1.30395
C 0.37114 -12.16128 1.54433
C 3.88900 -15.38567 -0.38257
H 4.38977 -11.84783 -3.02446
H -0.06501 -11.17518 1.38470
H -1.95714 -15.69524 -4.40523
H 4.38355 -15.76582 -3.68103
H 0.92560 -13.48733 -7.36164
H 6.05465 -13.17283 -1.90630
H 4.32413 -12.49400 -4.83186
H 3.57905 -13.47173 -3.78918
H 8.27472 -13.57473 -2.08259
H 6.31109 -15.03794 0.59832
H -0.47105 -11.35367 -6.98857
H -1.93090 -14.36184 -10.23098
H 8.08323 -11.95265 -2.71962
H 3.38650 -12.08979 0.53736
H -2.85094 -14.05933 -1.12339
H 2.23073 -16.57550 0.36702
H 2.20850 -13.09927 0.09418
H 1.64082 -13.75376 -3.68018
H 2.77063 -17.64235 -1.88536
H -1.65931 -18.18037 -5.12500
H -1.74620 -19.18297 -3.70015
H -1.93904 -13.96291 -6.65254
H 0.05119 -12.71763 0.66330
H -0.92596 -13.21801 -1.87528
H 6.16657 -10.52703 -2.62362
H 6.90711 -18.36258 -4.03998
H 1.75341 -14.26920 -1.36432
H 6.97304 -17.07786 -2.73482
H 5.33733 -14.18739 3.44798
H 6.96118 -14.28451 -5.99000
H -2.60452 -12.32077 -7.07057
H 5.44244 -17.82527 -3.13474
H -3.56040 -14.34606 -2.67134
H -0.18547 -18.51268 -4.08592
H 6.32467 -12.72688 -5.91008
H -3.22170 -15.72734 -1.57343
H -3.27862 -14.32104 -9.10637
H 9.33595 -12.31519 -1.42749
H 1.90892 -13.22253 3.54830
H 2.11813 -11.11043 2.08639
H -1.72135 -15.15812 -8.72924
H -0.57415 -12.60387 -4.46385
H 4.53540 -10.18924 -0.12961
H 3.96986 -14.68658 0.44980
H 0.61832 -14.10348 -5.76136
H 5.97804 -15.14602 -3.18125
H 5.44898 -12.50886 -0.46907
H 6.79320 -16.73511 0.46067
H 6.65443 -15.73341 -0.97033
H 2.03314 -14.25398 2.22988
H -0.03356 -12.55530 2.47657
H 6.26313 -9.78380 -0.13463
H 1.49471 -12.77645 -5.81574
H 7.07461 -13.48340 -4.44141
H 4.39201 -10.33430 -3.23558
H 5.13799 -8.89341 -1.23227
H 4.47324 -14.41935 -5.80372
H 0.16408 -13.77827 -2.87745
H 0.62419 -15.25066 -0.69459
H 3.79611 -14.50590 4.31203
H -0.31725 -15.95813 -4.01362
H 4.21666 -15.35103 2.77036
H -0.89288 -15.47024 -1.56521
H -0.36606 -11.14153 -4.82684
H 1.04533 -17.16395 -1.77294
H 4.28345 -14.80218 -1.21447
H 2.11844 -16.15662 -2.62724